[1]
C43H43N6O3PS2V | the ωB97M-V functional and the def2-TZVPD basis

Element x y z (Å)
V  -0.43  -0.23  1.12
C  -4.09  0.34  -8.83
O  -2.70  0.24  -9.09
C  -2.00  -0.65  -8.33
C  -2.57  -1.57  -7.47
C  -1.75  -2.44  -6.74
C  -0.37  -2.37  -6.85
C  0.19  -1.46  -7.74
C  -0.61  -0.60  -8.47
N  0.42  -3.44  -6.30
N  1.05  -3.46  -5.24
C  1.18  -2.32  -4.27
C  1.78  -1.09  -4.85
C  1.78  -0.01  -4.08
C  1.22  -0.07  -2.70
O  1.74  0.98  -1.88
C  -0.04  -1.80  -1.34
N  -0.40  -1.90  -0.07
C  -0.48  -3.15  0.46
C  -0.46  -4.27  -0.41
C  -0.15  -4.18  -1.73
C  0.39  -2.90  -2.23
H  -4.46  1.15  -9.45
H  -4.29  0.57  -7.78
H  -4.62  -0.58  -9.10
H  -3.64  -1.65  -7.36
H  -2.20  -3.20  -6.11
H  1.26  -1.44  -7.88
H  -0.19  0.12  -9.16
H  2.25  -1.10  -5.82
H  2.24  0.93  -4.38
H  -0.70  -3.24  1.51
H  -0.77  -5.22  0.01
H  -0.28  -5.02  -2.41
C  3.34  -1.16  1.47
C  2.23  -0.90  2.48
C  1.98  -2.18  3.28
C  2.62  0.25  3.40
N  0.99  -0.54  1.80
H  4.24  -1.50  2.00
H  3.58  -0.25  0.92
H  3.04  -1.94  0.76
H  2.83  -2.39  3.93
H  1.82  -3.02  2.61
H  1.08  -2.07  3.90
H  3.54  0.01  3.94
H  1.82  0.44  4.13
H  2.78  1.16  2.82
S  -1.15  2.03  2.22
P  -1.94  0.71  3.48
S  -1.92  -1.17  2.77
C  -3.64  1.11  3.98
C  -4.34  0.18  4.76
C  -5.57  0.52  5.29
C  -6.11  1.78  5.06
C  -5.43  2.69  4.27
C  -4.19  2.36  3.73
C  -1.10  0.81  5.09
C  -1.10  2.04  5.76
C  -0.49  2.16  7.00
C  0.13  1.06  7.57
C  0.14  -0.16  6.92
C  -0.48  -0.28  5.67
H  -3.91  -0.80  4.94
H  -6.11  -0.20  5.90
H  -7.07  2.05  5.49
H  -5.86  3.67  4.08
H  -3.64  3.06  3.12
H  -1.58  2.90  5.30
H  -0.49  3.11  7.51
H  0.62  1.15  8.54
H  0.63  -1.02  7.36
H  -0.50  -1.23  5.16
C  -1.42  0.57  -4.97
N  -2.07  0.25  -3.71
N  -1.30  0.11  -2.57
C  -2.04  0.48  -1.50
O  -1.62  0.45  -0.31
C  -3.31  0.88  -1.98
C  -3.27  0.76  -3.34
C  -4.31  1.08  -4.35
C  -0.13  -0.80  -2.50
C  2.20  -0.36  -1.61
C  3.41  -1.11  -2.01
C  3.19  -2.32  -2.53
C  1.87  -2.93  -2.97
C  -0.12  -2.08  -3.44
H  -0.52  -0.02  -5.08
H  -1.16  1.63  -5.02
H  -2.09  0.31  -5.78
H  -4.14  1.22  -1.38
H  -5.25  1.27  -3.85
H  -4.45  0.24  -5.04
H  -4.04  1.96  -4.93
H  1.81  -0.69  -0.66
H  4.42  -0.78  -1.76
H  4.06  -2.94  -2.73
H  2.06  -3.98  -3.19
H  -1.08  -2.30  -3.91

## Properties
Relative energy (zero: lowest compared OMol25 entry of this formula, charge and spin), eV: 6.296
LUMO level (alpha / beta), eV: 0.31 / 0.32
Spin multiplicity: 2
Molecular weight, g/mol: 837.9
F_max, eV/A: 1.27
Frontier orbital gap (alpha / beta), eV: 6.0 / 6.0

These are the Löwdin partial charges, in e, on atoms 1 to 5: atom 1 (V): 0.487, atom 2 (C): -0.077, atom 3 (O): -0.078, atom 4 (C): -0.306, atom 5 (C): -0.038

=====

[2]
C43H44AsFeNOP2S2 | the ωB97M-V functional and the def2-TZVPD basis

Element x y z (Å)
Fe  1.10  -0.37  -1.07
S  0.89  -2.79  0.72
P  -0.07  -1.25  1.58
C  0.14  0.21  0.66
P  1.50  1.20  1.10
S  2.50  1.64  -0.63
C  2.80  0.55  2.22
C  3.61  -0.48  1.74
C  4.61  -1.01  2.55
C  4.82  -0.51  3.83
C  4.02  0.52  4.30
C  3.02  1.05  3.50
C  1.01  2.79  1.83
C  -0.34  3.11  1.93
C  -0.73  4.36  2.40
C  0.22  5.30  2.77
C  1.57  5.00  2.64
C  1.96  3.75  2.16
C  -1.85  -1.57  1.59
C  -2.77  -0.50  1.57
C  -4.13  -0.74  1.73
C  -4.61  -2.03  1.91
C  -3.70  -3.10  1.94
C  -2.34  -2.87  1.79
C  0.28  -1.11  3.32
C  0.97  -2.13  4.03
C  1.16  -2.01  5.39
C  0.68  -0.89  6.11
C  -0.02  0.11  5.41
C  -0.22  0.01  4.05
H  3.45  -0.87  0.75
H  5.22  -1.83  2.18
H  5.60  -0.93  4.46
H  4.17  0.90  5.30
H  2.38  1.83  3.89
H  -1.07  2.37  1.64
H  -1.79  4.60  2.49
H  -0.09  6.27  3.14
H  2.32  5.73  2.91
H  3.01  3.51  2.03
H  -2.40  0.50  1.40
H  -4.83  0.09  1.71
H  -5.67  -2.22  2.03
H  -4.06  -4.11  2.08
H  -1.63  -3.69  1.81
H  1.36  -2.98  3.49
H  1.70  -2.79  5.93
H  0.84  -0.80  7.18
H  -0.40  0.97  5.95
H  -0.77  0.79  3.53
N  4.16  -2.63  -2.74
C  2.85  -2.37  -2.88
O  2.27  -1.78  -1.99
C  2.23  -2.87  -4.17
C  0.69  -2.85  -4.24
H  4.63  -2.18  -1.95
H  4.72  -2.89  -3.53
H  2.59  -3.88  -4.34
H  2.63  -2.24  -4.96
H  0.41  -3.28  -5.20
H  0.35  -1.82  -4.21
C  -1.46  -5.04  -1.19
C  -0.32  -5.59  -1.77
C  0.38  -4.89  -2.75
C  -0.04  -3.62  -3.15
C  -1.17  -3.08  -2.55
C  -1.88  -3.78  -1.59
H  -1.99  -5.57  -0.41
H  0.04  -6.55  -1.44
H  1.26  -5.34  -3.19
H  -1.49  -2.08  -2.83
H  -2.75  -3.33  -1.12
C  0.91  2.45  -3.64
As  -0.10  1.01  -2.78
C  -1.23  0.71  -4.36
C  -1.29  2.12  -1.65
C  -2.25  3.00  -2.38
C  -1.93  4.32  -2.71
C  -2.82  5.13  -3.39
C  -4.07  4.64  -3.76
C  -4.41  3.33  -3.42
C  -3.51  2.53  -2.74
H  0.22  3.16  -4.08
H  1.55  2.03  -4.42
H  1.54  2.94  -2.90
H  -1.75  1.64  -4.60
H  -1.97  -0.08  -4.21
H  -0.59  0.43  -5.20
H  -0.59  2.70  -1.05
H  -1.80  1.43  -0.99
H  -0.96  4.71  -2.41
H  -2.56  6.15  -3.62
H  -4.77  5.27  -4.29
H  -5.39  2.94  -3.69
H  -3.79  1.51  -2.47

## Properties
Relative energy (zero: lowest compared OMol25 entry of this formula, charge and spin), eV: 0.171
LUMO level (alpha / beta), eV: 1.91 / 1.90
Spin multiplicity: 6
Molecular weight, g/mol: 847.7
F_max, eV/A: 1.32
Net charge: -1
Frontier orbital gap (alpha / beta), eV: 1.9 / 6.1

These are the Löwdin partial charges, in e, on atoms 1 to 5: atom 1 (Fe): 0.214, atom 2 (S): 0.269, atom 3 (P): 0.352, atom 4 (C): -0.623, atom 5 (P): 0.461

=====

[3]
C43H44BCsI2N4O8Se4Te | the ωB97M-V functional and the def2-TZVPD basis

Element x y z (Å)
Cs  1.30  0.42  2.11
O  4.38  3.35  0.22
C  3.80  2.18  0.49
O  2.64  2.15  0.90
C  4.61  0.98  0.28
C  6.00  1.05  0.21
C  6.69  -0.18  0.06
C  6.00  -1.34  -0.04
C  4.55  -1.32  0.02
N  3.88  -0.12  0.19
C  3.81  -2.46  -0.04
O  4.36  -3.71  -0.25
O  2.41  -2.39  0.03
H  3.74  4.03  0.50
H  6.52  1.98  0.30
H  7.77  -0.18  0.00
H  6.49  -2.29  -0.17
H  3.87  -4.14  -0.97
C  -2.07  5.44  5.02
O  -1.45  5.61  3.75
C  -1.39  4.35  3.20
N  -1.90  3.39  3.88
C  -2.56  3.96  5.02
C  -4.06  3.86  4.92
C  -4.69  3.54  3.72
C  -6.07  3.54  3.64
C  -6.84  3.85  4.75
C  -6.22  4.13  5.96
C  -4.84  4.13  6.04
C  -0.82  4.19  1.89
C  0.01  5.17  1.31
C  0.45  4.98  0.02
C  0.04  3.85  -0.68
C  -0.76  2.93  -0.02
N  -1.18  3.09  1.22
C  -1.32  1.72  -0.65
N  -0.70  0.66  -0.97
C  -1.69  -0.34  -1.34
C  -3.02  0.47  -1.36
O  -2.67  1.73  -0.82
C  -1.36  -1.09  -2.60
C  -0.04  -1.18  -3.03
C  0.29  -1.92  -4.15
C  -0.70  -2.59  -4.85
C  -2.01  -2.51  -4.43
C  -2.35  -1.76  -3.31
H  -2.88  6.17  5.11
H  -1.32  5.60  5.80
H  -2.23  3.45  5.94
H  -4.09  3.29  2.86
H  -6.55  3.30  2.71
H  -7.92  3.87  4.68
H  -6.81  4.35  6.83
H  -4.35  4.35  6.99
H  0.28  6.05  1.88
H  1.09  5.71  -0.46
H  0.32  3.70  -1.71
H  -1.70  -1.08  -0.52
H  -3.81  0.02  -0.75
H  -3.38  0.63  -2.38
H  0.71  -0.68  -2.44
H  1.32  -1.97  -4.47
H  -0.43  -3.18  -5.72
H  -2.78  -3.04  -4.98
H  -3.38  -1.73  -2.98
I  2.68  1.45  -2.56
C  1.64  2.78  -3.95
I  -0.42  2.31  -4.57
H  2.21  2.83  -4.87
H  1.57  3.76  -3.49
Se  -0.64  -1.34  4.43
Se  -1.11  0.31  5.93
Se  0.28  2.03  5.20
Se  0.56  3.40  6.96
C  2.72  5.30  4.66
Te  2.57  3.93  2.99
C  4.50  3.07  3.47
H  3.62  5.91  4.60
H  2.70  4.74  5.59
H  1.84  5.94  4.64
H  4.56  2.90  4.54
H  5.31  3.72  3.16
H  4.60  2.12  2.95
C  -2.29  -7.62  -4.48
C  -0.84  -7.16  -4.34
C  -0.36  -6.66  -5.72
C  0.00  -8.37  -3.90
C  -0.66  -6.05  -3.31
C  -1.72  -5.51  -2.59
C  -1.54  -4.51  -1.63
C  -0.26  -4.06  -1.40
O  0.20  -3.14  -0.53
B  1.59  -3.12  -0.70
O  1.97  -4.04  -1.71
C  0.80  -4.61  -2.12
C  0.63  -5.58  -3.07
H  -2.36  -8.43  -5.20
H  -2.93  -6.80  -4.83
H  -2.68  -7.98  -3.53
H  -0.49  -7.44  -6.47
H  0.69  -6.39  -5.69
H  -0.93  -5.78  -6.01
H  -0.11  -9.19  -4.62
H  -0.33  -8.71  -2.92
H  1.05  -8.12  -3.83
H  -2.73  -5.85  -2.76
H  -2.38  -4.10  -1.09
H  1.50  -5.97  -3.59

## Properties
Relative energy (zero: lowest compared OMol25 entry of this formula, charge and spin), eV: 2.143
LUMO level, eV: 2.84
Molecular weight, g/mol: 1585.8
F_max, eV/A: 2.41
Net charge: -2
Frontier orbital gap, eV: 3.0

These are the Löwdin partial charges, in e, on atoms 1 to 5: atom 1 (Cs): 0.818, atom 2 (O): 0.057, atom 3 (C): -0.658, atom 4 (O): -0.464, atom 5 (C): -0.344

=====

[4]
C43H44N5O3P2SV | the ωB97M-V functional and the def2-TZVPD basis

Element x y z (Å)
V  -0.07  0.44  0.21
O  -0.65  2.61  2.74
S  -0.91  1.19  2.46
C  -2.64  0.87  2.62
C  -3.44  1.76  3.31
C  -4.76  1.38  3.56
C  -5.22  0.14  3.14
C  -4.40  -0.73  2.43
C  -3.09  -0.36  2.16
P  -2.01  -1.29  1.03
C  -3.14  -1.59  -0.34
C  -3.74  -0.47  -0.92
C  -4.66  -0.62  -1.95
C  -4.98  -1.89  -2.41
C  -4.39  -3.01  -1.84
C  -3.48  -2.86  -0.80
C  -1.55  -2.83  1.83
C  -1.76  -2.99  3.20
C  -1.38  -4.17  3.83
C  -0.79  -5.19  3.09
C  -0.57  -5.03  1.73
C  -0.94  -3.86  1.10
C  -0.28  0.12  3.75
C  -0.86  0.16  5.01
C  -0.38  -0.70  5.98
C  0.64  -1.59  5.68
C  1.22  -1.61  4.42
C  0.77  -0.74  3.44
P  1.57  -0.53  1.84
C  2.92  0.64  2.14
C  4.14  0.51  1.47
C  5.13  1.47  1.64
C  4.91  2.57  2.46
C  3.69  2.71  3.12
C  2.70  1.75  2.97
C  2.29  -2.05  1.22
C  3.35  -2.67  1.90
C  3.89  -3.84  1.39
C  3.41  -4.38  0.20
C  2.38  -3.75  -0.48
C  1.82  -2.59  0.03
H  -3.05  2.72  3.64
H  -5.42  2.05  4.09
H  -6.24  -0.15  3.36
H  -4.79  -1.67  2.07
H  -3.53  0.52  -0.53
H  -5.15  0.25  -2.37
H  -5.70  -2.01  -3.22
H  -4.66  -4.00  -2.18
H  -3.06  -3.75  -0.35
H  -2.24  -2.21  3.78
H  -1.56  -4.30  4.89
H  -0.51  -6.11  3.58
H  -0.12  -5.83  1.15
H  -0.77  -3.74  0.03
H  -1.67  0.84  5.23
H  -0.81  -0.68  6.98
H  1.00  -2.28  6.44
H  2.02  -2.31  4.21
H  4.33  -0.36  0.85
H  6.08  1.35  1.14
H  5.68  3.31  2.59
H  3.52  3.55  3.77
H  1.77  1.87  3.51
H  3.76  -2.24  2.80
H  4.71  -4.32  1.92
H  3.84  -5.28  -0.19
H  2.01  -4.15  -1.42
H  1.02  -2.10  -0.53
N  -2.00  1.77  -2.76
C  -1.64  0.53  -3.45
C  -1.18  -0.57  -2.53
O  -1.07  -1.72  -2.73
O  -0.73  -0.04  -1.28
H  -2.98  1.74  -2.51
H  -1.91  2.54  -3.41
H  -0.80  0.71  -4.12
H  -2.44  0.10  -4.06
N  -0.39  2.48  -0.12
C  0.85  3.18  -0.54
C  1.56  2.24  -1.48
N  1.73  0.95  -0.77
H  -1.04  2.46  -0.92
H  -0.82  2.98  0.66
H  1.45  3.36  0.35
H  0.62  4.14  -0.99
H  2.53  2.64  -1.80
H  0.96  2.07  -2.37
H  2.52  1.08  -0.13
H  2.06  0.22  -1.47
N  4.44  -2.00  -3.59
C  3.31  -2.32  -4.30
C  2.28  -1.71  -3.64
N  2.76  -1.02  -2.54
C  4.07  -1.22  -2.55
H  5.38  -2.27  -3.81
H  3.34  -2.93  -5.18
H  1.24  -1.75  -3.89
H  4.78  -0.83  -1.84

## Properties
Relative energy (zero: lowest compared OMol25 entry of this formula, charge and spin), eV: 0.212
LUMO level (alpha / beta), eV: -9.70 / -9.11
Spin multiplicity: 2
Molecular weight, g/mol: 823.8
F_max, eV/A: 0.64
Net charge: +3
Frontier orbital gap (alpha / beta), eV: 6.2 / 6.7

These are the Löwdin partial charges, in e, on atoms 1 to 5: atom 1 (V): 0.710, atom 2 (O): -0.400, atom 3 (S): 0.878, atom 4 (C): -0.383, atom 5 (C): -0.036

=====

Sequential electronic energy output: -4300.19087; -6773.58663; -13000.24617; -4188.58559 Eh